# 1
CH12N4P2Si | ωB97M-V/def2-TZVPD

Properties
LUMO energy in eV: 0.570
ΔE to the lowest compared entry with this formula, charge and spin in kJ/mol: 64.3
Orbital gap in eV: 8.90

```
20
Properties=species:S:1:pos:R:3:forces:R:3
C -0.67776 0.91241 0.93830 -1.345 0.571 2.210
N 1.49054 -2.64480 -0.70780 0.764 -0.474 -2.675
N -0.75863 -3.16632 -0.01348 0.363 0.865 1.025
N 0.86937 1.37653 -1.15080 0.829 -1.257 3.116
N -0.96661 -0.41814 -1.36752 -0.978 0.884 -0.971
Si 0.08131 2.54082 1.68381 0.138 -2.921 0.740
P 0.59069 -2.54968 0.59352 -2.254 -1.152 1.645
P 0.22428 0.03794 -0.31125 0.569 0.677 0.005
H -0.88597 0.10645 1.81155 0.124 2.119 -1.825
H 2.47431 -2.55447 -0.67169 0.748 0.337 -0.304
H 0.97427 -2.43643 -1.57265 0.946 -0.535 0.288
H -1.62838 1.38474 0.56599 0.310 -1.032 0.143
H -1.46753 -3.16371 0.72465 0.003 -0.036 -0.184
H 0.28651 1.75308 -1.78221 -2.611 1.753 -2.708
H 1.76439 1.36364 -1.51467 2.070 -0.387 -0.594
H -1.30376 -1.35137 -1.48947 0.001 -0.544 0.358
H -1.68855 0.29563 -1.50761 0.224 -0.667 -0.088
H -1.05080 3.12490 2.37287 -0.293 0.341 0.539
H 0.59879 3.52948 0.79197 0.442 0.459 -0.592
H 1.07355 1.85929 2.60649 -0.051 1.001 -0.125
```
Forces are in eV/Å.

# 2
C25H70BFN24O13PS | ωB97M-V/def2-TZVPD

Properties
Total charge: -1
LUMO energy in eV: 1.203
Orbital gap in eV: 4.69

```
136
Properties=species:S:1:pos:R:3:forces:R:3
C 4.42334 -4.06754 -1.29999 -0.662 -0.122 1.800
C 3.95434 -2.54296 -0.79384 0.486 -1.894 -2.222
C 4.93358 -1.48544 -1.56857 1.022 -1.117 1.189
F 4.70619 -1.44739 -3.06227 0.019 -0.402 2.396
B 4.99587 0.02757 -0.91373 -0.643 -0.099 -1.352
C 3.86525 1.07917 -1.45585 -1.036 0.499 -0.885
C 2.31201 0.57293 -1.40885 -0.511 2.339 1.209
C 1.81153 0.07640 0.10775 -1.129 0.546 -0.609
O 1.98185 -0.38324 -2.47200 -2.010 1.005 0.418
C 0.58253 -0.31787 -2.90059 -0.320 -1.258 -0.801
C -0.45061 -1.31068 -2.10452 -3.540 -2.136 2.181
C -0.13487 -2.81848 -1.54765 -2.974 0.859 0.349
C -1.25770 -3.79005 -0.77753 -1.025 5.003 -1.844
C -2.77055 -3.16217 -0.58997 3.036 1.399 -1.437
C -3.16221 -1.65530 -1.13555 3.910 -1.615 -0.553
C -2.00689 -0.74468 -1.87383 0.623 -3.574 1.213
P 5.17544 0.00839 1.03269 -0.150 0.584 -0.725
S 7.00708 -0.44216 1.57610 0.840 -0.528 0.695
H 5.57086 -4.19829 -1.08268 -2.156 0.279 -0.789
H 4.11635 -4.29336 -2.40619 0.789 0.563 2.031
H 3.87334 -4.83183 -0.56646 1.105 1.394 -1.835
H 4.05556 -2.56613 0.37105 -0.063 0.483 -2.285
H 2.83674 -2.44464 -1.12466 2.147 0.148 0.797
H 6.03942 -1.92418 -1.46013 -2.393 0.653 -0.382
H 6.05035 0.47425 -1.27541 0.385 0.307 0.298
H 4.13384 1.34105 -2.58684 -0.774 -0.510 2.261
H 3.97129 2.08955 -0.84874 -0.645 -1.850 -1.195
H 1.65249 1.54743 -1.61604 1.244 -1.895 0.337
H 1.80120 -1.08720 0.22821 0.325 2.295 -0.117
H 2.35954 0.65372 0.97619 -0.851 -1.292 -1.814
H 0.66948 0.41796 0.17455 2.183 -0.798 -0.018
H 0.10031 0.74781 -2.90914 1.103 -1.721 0.348
H 0.56971 -0.68058 -4.03882 0.156 0.671 2.458
H 0.91934 -3.30218 -1.70071 -2.160 1.169 0.325
H -0.91424 -4.86024 -0.41248 -0.818 2.573 -0.834
H -3.56909 -3.85960 -0.08139 1.882 1.953 -1.278
H -4.27855 -1.26432 -1.00370 2.689 -0.826 -0.388
H -2.29776 0.32076 -2.27954 0.647 -2.303 0.937
H 4.16280 -0.79832 1.67146 0.403 0.700 0.038
H 4.95335 1.37231 1.44596 -0.491 -0.883 -0.034
C 2.44496 3.22101 3.11913 -0.783 -0.106 -0.455
O 3.20868 2.29305 2.90457 0.609 -0.310 0.020
N 1.23071 3.31082 2.54726 -0.482 -0.367 -0.600
N 2.74929 4.23702 3.94678 0.876 0.827 1.052
H 0.58792 4.06712 2.71150 0.012 -0.053 0.016
H 0.96220 2.56625 1.91712 -0.029 0.295 0.293
H 3.65420 4.20808 4.39800 -0.297 0.194 -0.011
H 2.13365 5.00985 4.13601 0.045 -0.120 -0.142
C -6.59678 -0.33814 -2.73075 0.728 0.192 0.098
O -5.93158 0.48259 -2.11892 -0.075 0.197 0.256
N -7.93108 -0.44055 -2.59405 -1.643 0.286 0.476
N -6.05499 -1.21376 -3.59657 0.804 -0.499 -0.740
H -8.49590 -1.10988 -3.08916 0.142 0.122 0.121
H -8.37876 0.20022 -1.95177 0.186 -0.356 -0.350
H -5.05303 -1.17041 -3.72887 -0.244 -0.117 0.105
H -6.58628 -1.89688 -4.10956 0.122 0.122 0.149
C -2.55064 1.90054 2.00089 0.577 -0.211 0.048
O -1.49964 2.28037 2.49237 0.085 0.295 0.127
N -2.64242 0.78819 1.25005 0.346 -0.889 -0.460
N -3.71130 2.56041 2.16618 -1.104 1.087 0.491
H -3.49878 0.45942 0.83690 0.195 0.036 -0.048
H -1.79146 0.26170 1.10090 -0.284 0.033 -0.091
H -3.68621 3.40332 2.72490 -0.178 -0.536 -0.355
H -4.58674 2.26332 1.76939 0.069 0.110 0.048
C -8.55064 3.25054 0.68839 0.762 0.139 0.257
O -7.49964 3.63037 1.17987 0.041 0.039 0.060
N -8.64242 2.13819 -0.06245 0.323 -1.239 -0.733
N -9.71130 3.91041 0.85368 -1.096 1.089 0.448
H -9.49878 1.80942 -0.47560 0.123 0.136 0.164
H -7.79146 1.61170 -0.21160 -0.134 0.135 -0.015
H -9.68621 4.75332 1.41240 -0.037 -0.346 -0.229
H -10.58674 3.61332 0.45689 0.194 0.055 0.084
C 0.18638 4.66692 -1.51531 1.067 -0.638 0.541
O 1.30322 4.35564 -1.13295 -0.170 0.198 -0.135
N -0.87978 3.85748 -1.38251 -0.914 -1.128 0.264
N -0.07821 5.84743 -2.10377 0.060 1.699 -0.741
H -1.80710 4.09615 -1.69113 0.185 -0.061 0.086
H -0.72409 2.95891 -0.94448 -0.072 0.266 -0.087
H 0.69687 6.48641 -2.22305 -0.341 -0.275 0.049
H -0.99120 6.12163 -2.42528 0.193 -0.081 0.071
C 1.48537 -6.69732 -1.81183 0.730 0.654 0.263
O 1.41941 -5.79122 -0.99632 -0.335 0.006 0.155
N 2.60956 -6.98199 -2.49350 0.926 0.128 -0.486
N 0.43959 -7.49238 -2.10188 -1.722 -0.836 -0.002
H 2.68327 -7.72395 -3.16893 -0.024 0.153 0.204
H 3.42051 -6.40722 -2.30496 -0.047 -0.236 0.106
H -0.42615 -7.31193 -1.61074 0.345 -0.080 -0.245
H 0.47454 -8.24343 -2.77031 0.028 0.187 0.140
C -1.61362 6.58692 2.75014 0.755 -0.435 0.280
O -0.49678 6.27564 3.13250 0.076 0.020 0.021
N -2.67978 5.77748 2.88294 -0.928 -1.063 0.404
N -1.87821 7.76743 2.16168 0.142 1.496 -0.608
H -3.60710 6.01615 2.57432 0.187 -0.020 0.017
H -2.52409 4.87891 3.32098 0.172 0.306 -0.171
H -1.10313 8.40641 2.04241 -0.309 -0.263 0.025
H -2.79120 8.04163 1.84018 0.190 -0.088 0.071
C 6.70145 4.70559 3.36282 -0.867 -0.675 -0.175
O 6.20137 5.38248 4.24722 -0.165 0.494 0.530
N 7.98547 4.83723 2.98405 1.709 0.815 -0.215
N 6.01316 3.76729 2.68773 -0.590 -0.085 -0.070
H 8.41510 4.28913 2.25801 -0.081 -0.087 0.150
H 8.53915 5.53268 3.46710 -0.205 -0.336 -0.195
H 5.04285 3.63607 2.94183 0.211 -0.363 -0.289
H 6.40754 3.20009 1.95640 -0.045 -0.109 0.093
C -6.29692 -3.11762 2.32827 0.970 0.057 0.047
O -7.02905 -2.54991 1.53320 -0.641 0.362 -0.477
N -6.76102 -3.94670 3.28050 -1.113 -0.780 0.795
N -4.96030 -2.96495 2.32333 0.556 0.618 -0.162
H -6.17391 -4.42318 3.94414 -0.078 0.111 -0.173
H -7.76186 -4.08947 3.31901 0.432 0.033 0.021
H -4.56979 -2.34911 1.62223 0.047 -0.323 0.152
H -4.34104 -3.42388 2.96986 -0.088 0.068 -0.187
C -6.14148 -5.16866 -0.70531 0.006 0.450 0.257
O -5.09048 -4.78882 -0.21383 -0.396 -0.513 0.129
N -6.23325 -6.28101 -1.45615 0.488 -1.442 -0.813
N -7.30214 -4.50878 -0.54002 -0.798 0.623 0.061
H -7.08962 -6.60977 -1.86930 0.184 0.102 0.109
H -5.38230 -6.80749 -1.60530 -0.347 0.195 0.024
H -7.27705 -3.66587 0.01870 -0.052 0.099 0.181
H -8.17758 -4.80587 -0.93681 0.244 -0.043 0.041
C 6.76464 5.27198 -1.30000 0.571 -0.369 -0.132
O 7.83018 4.75627 -1.59851 0.188 0.046 -0.026
N 5.74098 5.38008 -2.16599 -0.760 0.122 -1.352
N 6.51869 5.77842 -0.07815 0.233 0.558 1.263
H 4.85614 5.80146 -1.93871 0.119 -0.239 0.027
H 5.88450 5.01125 -3.09707 -0.119 0.044 0.435
H 7.26319 5.71738 0.60398 -0.371 0.030 -0.145
H 5.64778 6.20691 0.18642 0.122 -0.214 0.014
C 6.23370 -7.24603 0.05101 -0.587 0.085 -0.572
O 5.33780 -7.30265 -0.77638 -0.024 -0.171 -0.087
N 6.01756 -7.40502 1.36916 -0.676 -0.382 1.334
N 7.51750 -7.01955 -0.28136 1.273 0.106 -0.810
H 6.74229 -7.36178 2.06561 -0.157 0.081 -0.160
H 5.06469 -7.57758 1.66210 0.376 0.158 -0.107
H 7.72355 -6.89423 -1.26377 -0.078 0.045 0.417
H 8.26900 -6.96941 0.38559 -0.182 0.081 -0.127
```
Forces are in eV/Å.

# 3
C5H10NO | ωB97M-V/def2-TZVPD

Properties
Total charge: +1
LUMO energy (spin up / spin down) in eV: -3.948 / -6.439
ΔE to the lowest compared entry with this formula, charge and spin in kJ/mol: 459.4
Orbital gap (spin up / spin down) in eV: 9.59 / 5.16

```
17
Properties=species:S:1:pos:R:3:forces:R:3
C 2.18306 0.91343 0.09879 1.811 -0.219 0.624
C -0.12392 -0.05811 -0.54222 1.709 -0.475 -2.971
C -1.31902 0.58000 -0.06020 -0.752 1.542 0.333
C 1.39338 -0.17193 -0.05723 -2.969 0.249 -0.279
C -2.43917 -0.17066 0.52117 2.933 -2.172 0.725
N 1.93140 -1.35512 -0.01150 0.300 -1.891 0.033
O 3.43321 0.62522 0.51479 -0.160 0.772 0.381
H 1.85728 1.86114 -0.19556 -0.123 1.598 -0.002
H -0.25956 -1.13012 -0.91782 -0.453 1.362 0.597
H 0.04405 0.59932 -1.49971 0.241 -1.340 1.137
H -1.50904 1.65587 -0.30168 0.550 -0.997 0.407
H -3.12899 0.48295 1.01581 -0.545 -0.308 0.366
H -1.87291 -1.00496 1.13332 -1.442 1.709 0.041
H -2.82334 -0.87872 -0.19349 -1.036 0.140 -0.715
H 3.86667 1.28239 1.10027 -0.388 -0.115 -0.723
H 1.27505 -2.18053 0.20832 2.201 1.395 -0.777
H 2.97937 -1.31613 -0.20188 -1.877 -1.249 0.823
```
Forces are in eV/Å.

# 4
C4H14NO | ωB97M-V/def2-TZVPD

Properties
Total charge: +1
LUMO energy in eV: -3.105
ΔE to the lowest compared entry with this formula, charge and spin in kJ/mol: 18.6
Orbital gap in eV: 12.44

```
20
Properties=species:S:1:pos:R:3:forces:R:3
C 0.14831 1.30685 0.53593 -0.342 -0.226 -0.419
C -0.71752 0.19672 1.11605 0.305 0.315 -0.029
C -1.84404 -0.27365 0.19959 -0.021 -0.519 -0.177
C -1.45166 -1.30713 -0.87730 0.359 0.397 -0.171
N 0.79496 0.87772 -0.77334 -0.759 -0.240 0.211
H -0.49398 2.14885 0.28611 0.131 0.161 0.017
H 0.94674 1.62615 1.19068 0.120 0.073 0.157
H -0.08908 -0.63617 1.42626 0.017 -0.189 0.027
H -1.14147 0.62037 2.02622 -0.027 -0.024 0.069
H -2.60016 -0.73502 0.82105 -0.142 -0.059 0.227
H -2.34083 0.57134 -0.27014 -0.068 0.245 -0.018
H -1.24960 -0.84936 -1.85339 -0.102 0.008 -0.046
H -2.23512 -2.03168 -1.06033 -0.163 -0.049 0.023
H -0.55258 -1.86097 -0.61318 0.039 -0.158 0.200
H 0.07730 0.37016 -1.30991 0.348 0.155 -0.021
H 1.59014 0.23456 -0.59525 0.104 0.226 0.107
H 1.08307 1.69581 -1.30499 0.241 -0.109 -0.072
H 3.76426 -0.84935 -0.30205 -0.002 -0.028 0.084
H 3.29662 -0.56837 1.13971 0.010 -0.031 -0.058
O 3.01465 -0.53683 0.21828 -0.047 0.050 -0.113
```
Forces are in eV/Å.